[1]
{
  "formula": "C8H9NO4S",
  "method": "ωB97M-V with the def2-TZVPD basis set",
  "elements": ["C", "C", "C", "C", "C", "C", "C", "C", "N", "O", "O", "O", "O", "S", "H", "H", "H", "H", "H", "H", "H", "H", "H"],
  "xyz": [[-3.94, 1.03, 0.31], [-2.63, 1.65, 0.15], [-3.86, -0.28, 0.47], [-1.71, 0.75, 0.22], [2.36, -1.02, 0.66], [2.04, -0.73, -0.83], [1.20, 0.65, 1.60], [0.97, 1.22, 0.24], [0.53, 2.47, 0.01], [0.25, 3.10, 1.07], [0.36, 2.94, -1.09], [1.33, -0.73, 1.50], [1.49, 0.59, -0.82], [-2.23, -0.89, 0.55], [-4.69, 1.63, -0.22], [-2.47, 2.73, 0.19], [-4.61, -0.95, 0.79], [2.51, -2.05, 0.74], [3.15, -0.39, 0.94], [2.86, -0.74, -1.70], [1.34, -1.45, -1.11], [2.16, 1.09, 2.00], [0.23, 1.01, 2.15]],
  "homo_ev": [-9.2808, -8.6311],
  "molar_mass_g_mol": 215.230,
  "orbital_gap_ev": [8.0, 7.5]
}

[2]
{
  "formula": "C8H9NO5Tc",
  "method": "ωB97M-V with the def2-TZVPD basis set",
  "elements": ["Tc", "O", "C", "O", "C", "C", "C", "C", "C", "N", "C", "O", "O", "H", "H", "H", "H", "H", "C", "O", "H", "H", "H", "H"],
  "xyz": [[0.37, -0.15, 1.29], [3.01, -1.00, -1.66], [1.98, -0.72, -1.01], [1.95, -0.57, 0.29], [0.66, -0.54, -1.66], [0.32, -0.61, -3.00], [-1.02, -0.38, -3.34], [-1.97, -0.10, -2.34], [-1.53, -0.04, -1.03], [-0.24, -0.26, -0.70], [-2.28, 0.24, 0.23], [-3.47, 0.48, 0.47], [-1.48, 0.23, 1.28], [3.88, -1.11, -1.20], [1.07, -0.84, -3.76], [-1.33, -0.43, -4.38], [-3.00, 0.08, -2.61], [-4.16, 0.52, -0.24], [1.31, 1.32, 4.01], [0.89, 0.04, 3.16], [2.37, 1.18, 4.19], [0.68, 1.25, 4.89], [1.08, 2.17, 3.37], [0.93, -0.75, 3.75]],
  "homo_ev": [-26.6984, -26.7336],
  "s_squared": 3.78,
  "multiplicity": 4,
  "molar_mass_g_mol": 297.162,
  "orbital_gap_ev": [6.9, 7.3],
  "charge": 4
}

Energy above the lowest of the compared OMol25 structures with the same formula, charge and spin values, unit eV, following the record order: 6.984, 0.000.
Electronic energy values, unit eV, following the record order: -28947.938, -22315.833.